DFT (ωB97M-V/def2-TZVPD) results for a structure of composition C22H26ErN5O2S.

## Properties
2S+1: 4
HOMO energy (alpha / beta), eV: -6.655 / -6.656
<S²>: 3.75
Relative energy (zero: lowest compared OMol25 entry of this formula, charge and spin), kcal/mol: 0.0
Molar mass, g mol⁻¹: 591.8
F_max, eV Å⁻¹: 3.0
Frontier orbital gap (alpha / beta), hartree: 0.2385 / 0.2386

Each line ends with the Löwdin charge.
Positions of all 57 atoms, in Å:
Er1 -0.72 0.77 0.55  1.328
N1 1.75 0.44 0.44  -0.097
C1 2.30 -0.16 1.65  -0.256
C2 1.71 0.24 2.96  -0.157
N2 0.24 0.56 2.96  -0.233
C3 -0.50 -0.55 3.56  -0.229
C4 -2.04 -0.50 3.45  -0.239
N3 -2.50 -0.34 2.07  -0.038
C5 -0.10 1.85 3.56  -0.182
C6 0.41 3.06 2.72  -0.201
N4 -0.20 3.04 1.37  -0.042
H1 1.65 -0.28 -0.24  0.045
H2 2.33 1.20 0.06  0.059
H3 3.40 0.07 1.69  0.138
H4 2.19 -1.26 1.48  0.115
H5 2.29 1.12 3.28  0.117
H6 1.91 -0.57 3.62  0.116
H7 -0.24 -0.57 4.68  0.146
H8 -0.18 -1.56 3.25  0.111
H9 -2.43 0.37 4.07  0.126
H10 -2.37 -1.45 3.90  0.122
H11 -3.45 -0.02 2.04  0.094
H12 -2.50 -1.28 1.69  0.073
H13 0.28 1.95 4.61  0.146
H14 -1.18 1.91 3.58  0.103
H15 1.49 3.01 2.71  0.110
H16 0.15 3.90 3.30  0.098
H17 0.44 3.46 0.71  0.047
H18 -1.06 3.60 1.39  0.108
O1 -2.37 2.11 -0.40  -0.113
C7 -2.05 1.54 -1.50  -0.640
O2 -1.58 0.34 -1.47  -0.150
C8 -1.84 2.27 -2.77  -0.184
C9 -2.86 2.62 -3.61  -0.058
C10 -2.59 3.53 -4.62  -0.108
C11 -1.29 4.04 -4.79  -0.117
C12 -0.26 3.61 -4.00  -0.131
C13 -0.45 2.67 -2.94  -0.620
S1 0.82 2.27 -1.82  0.551
H19 -3.87 2.22 -3.50  0.120
H20 -3.46 3.82 -5.26  0.109
H21 -1.14 4.80 -5.57  0.106
H22 0.77 3.91 -4.22  0.099
N5 3.29 -6.81 -4.30  0.152
C14 2.67 -6.12 -3.60  -0.195
C15 2.04 -5.24 -2.69  -0.245
C16 2.43 -5.21 -1.37  -0.024
C17 1.71 -4.45 -0.41  -0.029
C18 0.68 -3.64 -0.81  -0.276
C19 0.23 -3.70 -2.16  -0.008
C20 0.89 -4.47 -3.07  -0.017
C21 0.15 -2.71 0.10  -0.143
C22 -0.26 -1.65 0.60  -0.100
H23 3.35 -5.71 -1.09  0.121
H24 2.00 -4.50 0.64  0.117
H25 -0.60 -3.01 -2.36  0.129
H26 0.56 -4.53 -4.11  0.123

DFT (ωB97M-V/def2-TZVPD) results for the molecule C22H26FN3O2.

## Properties
HOMO energy, eV: -8.802
Relative energy (zero: lowest compared OMol25 entry of this formula, charge and spin), kcal/mol: 10.0
Molar mass, g mol⁻¹: 383.5
F_max, eV Å⁻¹: 0.5
Frontier orbital gap, hartree: 0.3436

Each line ends with the Löwdin charge.
Positions of all 54 atoms, in Å:
C1 -1.09 1.16 5.58  -0.038
C2 -0.55 -0.19 5.96  -0.224
C3 -0.49 -0.56 7.30  -0.046
C4 -0.02 -1.80 7.68  -0.081
C5 0.39 -2.71 6.72  -0.080
C6 0.33 -2.37 5.39  -0.018
C7 -0.12 -1.11 5.00  -0.111
C8 -0.15 -0.80 3.53  -0.463
O1 -0.80 -1.44 2.74  0.082
N1 0.65 0.24 3.19  0.115
C9 0.84 0.72 1.83  -0.296
C10 1.44 -0.36 0.93  -0.118
C11 1.57 0.16 -0.50  -0.173
N2 0.33 0.66 -1.06  -0.191
C12 -0.59 -0.40 -1.45  -0.090
C13 -0.16 -1.06 -2.76  -0.495
O2 -0.47 -2.19 -3.07  0.055
N3 0.58 -0.24 -3.54  0.073
C14 1.03 -0.61 -4.87  -0.126
C15 0.22 0.07 -5.93  -0.212
C16 -1.14 -0.22 -6.05  -0.021
C17 -1.92 0.41 -7.00  -0.001
C18 -1.32 1.34 -7.83  -0.280
F1 -2.08 1.97 -8.77  0.053
C19 0.02 1.66 -7.74  -0.010
C20 0.78 1.02 -6.78  -0.038
C21 -0.25 1.67 -0.21  -0.181
C22 -0.48 1.20 1.23  -0.122
H1 -0.29 1.91 5.58  0.084
H2 -1.85 1.47 6.29  0.081
H3 -1.53 1.13 4.58  0.076
H4 -0.82 0.14 8.05  0.111
H5 0.02 -2.06 8.73  0.102
H6 0.74 -3.69 7.02  0.102
H7 0.63 -3.07 4.62  0.120
H8 1.19 0.67 3.93  0.145
H9 1.53 1.57 1.89  0.153
H10 2.42 -0.66 1.31  0.121
H11 0.78 -1.23 0.96  0.105
H12 1.95 -0.63 -1.15  0.123
H13 2.29 0.99 -0.52  0.124
H14 -1.58 0.03 -1.63  0.138
H15 -0.71 -1.19 -0.70  0.131
H16 0.74 0.69 -3.20  0.139
H17 2.09 -0.37 -4.97  0.122
H18 0.90 -1.70 -4.94  0.128
H19 -1.58 -0.96 -5.39  0.118
H20 -2.97 0.19 -7.11  0.118
H21 0.45 2.39 -8.41  0.116
H22 1.84 1.25 -6.70  0.110
H23 -1.19 2.01 -0.65  0.121
H24 0.45 2.52 -0.20  0.122
H25 -0.89 2.02 1.83  0.118
H26 -1.20 0.38 1.24  0.109

DFT (ωB97M-V/def2-TZVPD) results for a structure of composition C22H26FeN11O2S.

## Properties
Net charge: +2
2S+1: 6
HOMO energy (alpha / beta), eV: -14.009 / -13.961
<S²>: 8.76
Relative energy (zero: lowest compared OMol25 entry of this formula, charge and spin), kcal/mol: 0.0
Molar mass, g mol⁻¹: 564.4
F_max, eV Å⁻¹: 1.6
Frontier orbital gap (alpha / beta), hartree: 0.3285 / 0.2580

Each line ends with the Löwdin charge.
Positions of all 63 atoms, in Å:
Fe1 -0.58 -0.11 -0.50  0.843
O1 -4.52 0.16 1.03  0.140
C1 -3.33 0.07 0.88  -0.450
N1 -2.64 -0.62 -0.11  0.052
C2 -3.35 -1.46 -0.94  -0.433
O2 -4.55 -1.58 -1.04  0.143
C3 -2.44 -2.32 -1.77  -0.179
C4 -2.96 -3.41 -2.45  0.043
C5 -2.08 -4.22 -3.14  -0.003
C6 -0.72 -3.91 -3.14  -0.019
C7 -0.31 -2.79 -2.44  -0.169
N2 -1.15 -2.01 -1.77  -0.011
C8 -2.40 0.70 1.87  -0.185
C9 -2.92 1.31 3.01  0.040
C10 -2.04 1.82 3.94  -0.012
C11 -0.67 1.71 3.71  -0.027
C12 -0.24 1.12 2.54  -0.133
N3 -1.09 0.62 1.64  0.039
H1 -4.02 -3.60 -2.40  0.136
H2 -2.44 -5.09 -3.68  0.128
H3 0.00 -4.53 -3.66  0.120
H4 0.74 -2.53 -2.40  0.088
H5 -3.99 1.36 3.12  0.134
H6 -2.41 2.30 4.84  0.125
H7 0.05 2.08 4.43  0.116
H8 0.81 1.03 2.30  0.088
N4 -1.68 4.05 -1.08  0.149
C13 -2.93 3.64 -1.47  -0.020
C14 -2.92 2.28 -1.41  -0.070
N5 -1.68 1.86 -1.00  0.049
C15 -0.95 2.94 -0.81  -0.272
C16 0.41 2.82 -0.35  -0.277
N6 0.93 1.62 -0.17  0.018
C17 2.22 1.82 0.27  -0.118
C18 2.46 3.16 0.35  -0.034
N7 1.30 3.78 -0.04  0.155
H9 -1.37 5.01 -1.05  0.172
H10 -3.70 4.33 -1.74  0.134
H11 -3.72 1.59 -1.62  0.127
H12 2.88 1.00 0.49  0.105
H13 3.34 3.71 0.64  0.131
H14 1.17 4.77 -0.08  0.174
N8 0.65 1.53 -3.05  -0.009
N9 0.05 0.27 -2.74  -0.078
H15 0.70 1.66 -4.06  0.098
H16 1.59 1.54 -2.68  0.076
H17 0.56 -0.51 -3.16  0.081
H18 -0.88 0.27 -3.15  0.100
C19 3.82 -2.15 -0.37  -0.030
N10 3.43 -1.88 1.00  -0.145
C20 4.38 -2.06 2.11  -0.074
C21 3.53 -1.76 3.36  -0.087
N11 2.18 -1.65 2.78  0.052
C22 2.19 -1.76 1.46  -0.731
S1 0.78 -1.87 0.49  0.761
H19 4.85 -1.83 -0.51  0.102
H20 3.18 -1.59 -1.04  0.064
H21 3.74 -3.21 -0.60  0.108
H22 5.22 -1.38 2.00  0.132
H23 4.76 -3.08 2.11  0.138
H24 3.81 -0.82 3.84  0.125
H25 3.57 -2.55 4.09  0.131
H26 1.34 -1.67 3.33  0.150

DFT (ωB97M-V/def2-TZVPD) results for a structure of composition C22H26IrN2O2P2.

## Properties
Net charge: +1
2S+1: 5
HOMO energy (alpha / beta), eV: -9.794 / -11.679
<S²>: 6.01
Relative energy (zero: lowest compared OMol25 entry of this formula, charge and spin), kcal/mol: 7.9
Molar mass, g mol⁻¹: 604.6
F_max, eV Å⁻¹: 0.3
Frontier orbital gap (alpha / beta), hartree: 0.2757 / 0.2636

Each line ends with the Löwdin charge.
Positions of all 55 atoms, in Å:
Ir1 1.61 0.99 0.62  1.102
N1 0.82 3.16 -0.07  -0.051
N2 -0.57 3.17 0.14  0.004
C1 -1.18 2.18 0.89  -0.746
O1 -2.38 2.20 1.06  0.059
O2 -0.38 1.23 1.32  -0.291
H1 1.27 3.84 0.53  0.094
H2 1.05 3.36 -1.04  0.104
H3 -1.12 3.96 -0.16  0.154
C2 -5.33 -3.08 1.06  -0.057
C3 -4.82 -2.20 2.00  -0.059
C4 -3.67 -1.47 1.72  -0.065
C5 -3.04 -1.63 0.49  -0.365
C6 -3.56 -2.51 -0.47  -0.086
C7 -4.70 -3.23 -0.17  -0.061
P1 -1.57 -0.68 0.15  1.242
C8 -1.75 0.11 -1.43  -0.339
C9 -0.70 0.21 -2.35  -0.079
C10 -0.90 0.88 -3.55  -0.070
C11 -2.13 1.45 -3.83  -0.061
C12 -3.18 1.36 -2.92  -0.055
C13 -2.99 0.70 -1.72  -0.074
C14 -0.08 -1.64 0.25  -0.368
C15 -0.18 -3.02 0.43  -0.068
C16 0.95 -3.81 0.47  -0.063
C17 2.19 -3.22 0.32  -0.065
C18 2.30 -1.84 0.17  -0.147
C19 1.18 -1.00 0.17  -0.343
H4 -6.22 -3.64 1.29  0.113
H5 -5.31 -2.07 2.96  0.113
H6 -3.28 -0.77 2.44  0.116
H7 -3.08 -2.62 -1.43  0.119
H8 -5.11 -3.92 -0.90  0.112
H9 0.25 -0.25 -2.14  0.087
H10 -0.09 0.94 -4.27  0.109
H11 -2.28 1.96 -4.77  0.111
H12 -4.14 1.80 -3.14  0.114
H13 -3.80 0.64 -1.00  0.118
H14 -1.16 -3.48 0.52  0.104
H15 0.86 -4.88 0.60  0.113
H16 3.09 -3.83 0.33  0.112
H17 3.29 -1.42 0.06  0.063
C20 4.84 1.27 -0.40  -0.257
P2 3.82 1.56 1.08  0.594
C21 4.58 0.54 2.38  -0.253
C22 4.25 3.26 1.55  -0.263
H18 5.90 1.33 -0.15  0.058
H19 4.61 2.01 -1.16  0.048
H20 4.64 0.28 -0.82  0.033
H21 5.67 0.61 2.34  0.057
H22 4.27 -0.50 2.26  0.036
H23 4.23 0.89 3.35  0.053
H24 5.33 3.36 1.68  0.058
H25 3.76 3.52 2.49  0.050
H26 3.93 3.96 0.78  0.040